Record 1
C52H84O32 | the ωB97M-V functional and the def2-TZVPD basis

Structure (XYZ):
```
168
Properties=species:S:1:pos:R:3:lowdin_charge:R:1
C 0.441 5.660 -7.009 -0.0510
O -0.038 4.657 -7.876 0.0005
C 0.559 4.438 -9.032 -0.5751
O 1.623 4.976 -9.323 0.1043
O -0.183 3.530 -9.711 -0.0077
C 0.306 2.992 -10.934 -0.0460
H 1.468 5.476 -6.696 0.0976
H -0.169 5.738 -6.109 0.0937
H 0.371 6.648 -7.465 0.0985
H 0.438 3.806 -11.647 0.0967
H -0.395 2.250 -11.315 0.0934
H 1.252 2.465 -10.812 0.0950
C -7.660 2.594 6.410 0.0074
O -8.214 3.729 5.621 -0.0117
C -7.486 4.656 4.964 -0.5520
O -7.996 5.626 4.273 0.0332
O -6.216 4.537 5.196 -0.0204
C -5.299 5.648 5.008 -0.0077
H -7.940 1.714 5.832 0.0943
H -8.054 2.633 7.426 0.0901
H -6.586 2.687 6.572 0.0831
H -4.969 5.887 3.997 0.0946
H -4.376 5.367 5.516 0.0891
H -5.694 6.537 5.500 0.1000
C 0.352 -2.651 -7.505 -0.0351
O 0.808 -2.852 -8.844 -0.0160
C 1.456 -3.990 -9.187 -0.5270
O 1.627 -4.982 -8.510 0.1168
O 2.006 -3.848 -10.456 -0.0341
C 2.682 -4.940 -11.011 -0.0774
H -0.641 -3.076 -7.360 0.0946
H 0.092 -1.593 -7.470 0.0918
H 1.106 -2.938 -6.772 0.1029
H 1.946 -5.732 -11.144 0.0946
H 3.400 -5.306 -10.277 0.0935
H 3.149 -4.774 -11.982 0.0954
C 3.988 -7.748 -1.994 -0.0384
O 3.566 -9.046 -1.572 0.0150
C 4.182 -10.081 -2.098 -0.5692
O 5.022 -10.102 -3.017 0.0877
O 3.747 -11.171 -1.412 -0.0179
C 4.407 -12.441 -1.628 -0.0401
H 3.443 -6.963 -1.469 0.0930
H 3.678 -7.523 -3.015 0.0955
H 5.061 -7.571 -1.919 0.1003
H 5.434 -12.455 -1.263 0.0953
H 4.329 -12.830 -2.643 0.0929
H 3.874 -13.183 -1.033 0.0858
O 9.778 7.578 1.590 0.1118
C 8.777 6.897 1.563 -0.4522
O 8.189 6.341 2.657 0.0313
C 7.138 5.504 2.350 -0.1933
C 7.275 5.254 0.862 -0.1801
C 8.045 6.415 0.321 -0.0782
H 6.192 6.014 2.536 0.1315
H 7.243 4.501 2.763 0.1303
H 6.280 5.062 0.461 0.1183
H 7.811 4.332 0.636 0.1168
H 7.444 7.276 0.029 0.1341
H 8.793 6.180 -0.436 0.1297
O -7.802 2.725 -4.445 0.0574
C -7.639 3.803 -3.835 -0.4595
O -8.585 4.525 -3.265 0.0296
C -8.059 5.752 -2.652 -0.1457
C -6.638 5.434 -2.317 -0.1550
C -6.248 4.432 -3.473 -0.0451
H -8.689 5.920 -1.778 0.1303
H -8.075 6.580 -3.360 0.1264
H -6.679 4.926 -1.354 0.1150
H -6.044 6.347 -2.267 0.1140
H -5.593 3.595 -3.234 0.1162
H -5.871 4.984 -4.334 0.1162
O -8.503 -6.252 1.345 0.0691
C -8.520 -5.043 1.064 -0.4206
O -9.120 -4.596 -0.065 0.0225
C -9.020 -3.213 -0.247 -0.1647
C -8.387 -2.725 1.077 -0.1531
C -7.868 -3.915 1.902 -0.0609
H -9.950 -2.696 -0.482 0.1228
H -8.404 -3.072 -1.135 0.1223
H -9.134 -2.263 1.723 0.1104
H -7.530 -2.090 0.850 0.1095
H -8.189 -3.841 2.941 0.1210
H -6.785 -4.014 1.840 0.1217
O 1.789 4.844 12.578 0.0966
C 1.892 5.519 11.567 -0.4461
O 2.837 6.502 11.433 0.0110
C 2.831 7.006 10.064 -0.1259
C 1.980 5.983 9.317 -0.1944
C 1.006 5.409 10.301 -0.0796
H 3.853 6.941 9.692 0.1238
H 2.415 8.014 10.044 0.1248
H 2.554 5.163 8.886 0.1196
H 1.374 6.376 8.501 0.1127
H 0.610 4.421 10.066 0.1305
H 0.224 6.146 10.485 0.1270
O -1.305 -7.684 5.114 0.0603
C -0.960 -8.811 4.674 -0.4395
O 0.260 -9.292 4.817 0.0508
C 0.361 -10.592 4.297 -0.1526
C -0.857 -10.695 3.356 -0.1887
C -1.843 -9.879 4.017 -0.1113
H 0.304 -11.298 5.125 0.1279
H 1.218 -10.884 3.690 0.1268
H -1.171 -11.734 3.252 0.1233
H -0.676 -10.256 2.375 0.1285
H -2.389 -10.347 4.836 0.1402
H -2.466 -9.373 3.280 0.1344
O 5.045 0.147 -3.896 0.0838
C 5.660 0.113 -4.952 -0.4915
O 6.237 -0.979 -5.455 0.0212
C 7.045 -0.729 -6.627 -0.1133
C 6.468 0.662 -7.063 -0.1507
C 6.007 1.362 -5.781 -0.0714
H 6.923 -1.524 -7.363 0.1229
H 8.101 -0.617 -6.384 0.1199
H 5.585 0.496 -7.682 0.1152
H 7.201 1.313 -7.539 0.1086
H 5.115 1.986 -5.848 0.1264
H 6.795 1.780 -5.154 0.1290
O 2.060 -1.590 9.555 0.0819
C 3.063 -1.929 8.909 -0.4643
O 3.716 -1.056 8.130 0.0389
C 4.802 -1.638 7.441 -0.1951
C 4.534 -3.065 7.526 -0.1779
C 3.705 -3.264 8.785 -0.0622
H 5.719 -1.322 7.937 0.1274
H 4.977 -1.207 6.455 0.1311
H 5.436 -3.672 7.607 0.1211
H 4.042 -3.378 6.605 0.1252
H 4.400 -3.378 9.617 0.1372
H 2.918 -4.017 8.744 0.1369
O 0.380 3.449 1.080 0.0832
C 0.277 2.240 1.303 -0.4672
O -0.401 1.397 0.525 0.0315
C -0.476 0.064 1.039 -0.1479
C -0.292 0.264 2.546 -0.1512
C 0.607 1.510 2.571 -0.0809
H 0.286 -0.602 0.634 0.1256
H -1.435 -0.386 0.782 0.1265
H 0.125 -0.646 2.978 0.1143
H -1.243 0.452 3.045 0.1132
H 1.605 1.077 2.519 0.1264
H 0.557 2.090 3.492 0.1266
O -2.917 -6.718 -2.181 0.0469
C -3.614 -7.172 -3.132 -0.4233
O -4.595 -6.441 -3.696 0.0344
C -5.119 -7.209 -4.773 -0.1610
C -4.129 -8.316 -5.066 -0.1766
C -3.428 -8.563 -3.743 -0.0638
H -5.438 -6.513 -5.549 0.1329
H -5.994 -7.690 -4.336 0.1263
H -3.537 -8.105 -5.956 0.1153
H -4.614 -9.219 -5.438 0.1129
H -2.408 -8.946 -3.740 0.1282
H -4.003 -9.317 -3.206 0.1279
O 2.311 10.862 -0.752 0.0633
C 1.771 11.060 0.364 -0.3948
O 2.360 10.904 1.587 0.0012
C 1.416 10.858 2.659 -0.1617
C 0.256 11.627 2.129 -0.1850
C 0.292 11.384 0.664 -0.0888
H 1.995 11.279 3.481 0.1333
H 1.163 9.810 2.818 0.1298
H 0.264 12.668 2.450 0.1255
H -0.637 11.101 2.468 0.1166
H -0.052 12.195 0.022 0.1297
H -0.252 10.465 0.444 0.1310
```

Summary:
* highest occupied orbital energy: -10.0 eV
* relative energy (zero: lowest compared OMol25 entry of this formula, charge and spin): 2.471 eV
* multiplicity: 1
* total energy: -120801.8862 eV
* frontier orbital gap: 0.367 hartree



Record 2
C2H3F3O | the ωB97M-V functional and the def2-TZVPD basis

Structure (XYZ):
```
9
Properties=species:S:1:pos:R:3:lowdin_charge:R:1
C -0.248 0.866 0.816 0.0341
C 0.684 -0.807 -0.730 -0.4221
O -1.382 1.208 0.145 -0.0208
F -0.199 -1.530 -1.501 0.0528
F 1.272 -1.666 0.159 0.0391
F 1.598 -0.222 -1.502 0.0925
H -0.428 0.271 1.580 0.0313
H 0.663 1.428 0.770 0.0886
H -1.962 0.453 0.263 0.1045
```

Summary:
* highest occupied orbital energy (spin up / spin down): -8.7 / -8.7 eV
* relative energy (zero: lowest compared OMol25 entry of this formula, charge and spin): 3.566 eV
* multiplicity: 1
* total energy: -12319.2127 eV
* frontier orbital gap (spin up / spin down): 0.322 / 0.318 hartree



Record 3
C6H6O | the ωB97M-V functional and the def2-TZVPD basis

Structure (XYZ):
```
13
Properties=species:S:1:pos:R:3:lowdin_charge:R:1
C 2.448 -1.123 0.545 -0.0467
C 1.519 -0.283 0.969 -0.0336
C 0.297 0.150 0.451 -0.2810
C -0.464 1.326 0.386 -0.0319
C -1.828 1.011 -0.094 -0.1344
O -1.771 -0.421 -0.397 0.0036
C -0.601 -0.825 -0.049 -0.0774
H 3.219 -1.511 1.211 0.0402
H -0.153 2.317 0.682 0.1017
H -2.641 1.108 0.640 0.1296
H -2.155 1.489 -1.024 0.1267
H -0.381 -1.876 -0.219 0.1463
H 2.532 -1.507 -0.478 0.0568
```

Summary:
* highest occupied orbital energy (spin up / spin down): -6.6 / -7.7 eV
* relative energy (zero: lowest compared OMol25 entry of this formula, charge and spin): 4.824 eV
* multiplicity: 1
* total energy: -8361.6823 eV
* frontier orbital gap (spin up / spin down): 0.225 / 0.288 hartree